(1)
The following is a DFT calculation (wB97M-V/def2-TZVPD) of a 3-piece molecular cluster, C3H6N5O3 overall at a distorted geometry.

XYZ file:
```
17
Properties=species:S:1:pos:R:3:forces:R:3:lowdin_charge:R:1
C -0.73315 0.23213 -0.81726 -0.60 0.48 -0.48 -0.045
C -0.73543 1.59778 -1.25940 1.20 -2.64 1.85 -0.313
C 0.58618 -1.35521 2.31501 -0.44 2.70 1.13 -0.004
N 1.10740 -0.89494 1.27632 0.52 -0.14 1.66 0.037
N 0.31537 2.14060 -0.71085 -1.76 1.84 -2.67 -0.087
N -0.49603 -0.73555 -0.26016 -1.76 -1.01 -1.29 0.198
N 0.91441 -3.33291 -0.10080 -1.41 -1.31 -1.85 -0.063
N -1.75307 2.21749 -1.83120 -1.16 -0.67 -1.44 0.167
O 1.39108 -2.28705 -0.01253 1.31 -1.57 -0.24 0.193
O 0.10712 -4.18133 -0.04577 1.28 1.82 1.02 0.282
O 1.14840 1.61183 0.02288 2.14 -1.11 1.96 -0.089
H 0.13700 -0.64998 3.10623 0.71 -1.21 -0.96 0.132
H 0.50523 -2.41505 2.46038 -0.06 -0.54 0.19 0.076
H 1.21045 0.08127 0.93980 -0.25 -0.05 0.48 0.070
H 0.48463 3.07876 -1.03325 0.38 1.04 0.13 0.183
H -2.40099 1.72997 -2.48016 0.88 1.03 0.87 0.158
H -1.78860 3.16218 -1.56925 -0.98 1.36 -0.38 0.106
```
Positions in Å, forces in eV/Å.

Results
charge = +1
LUMO (spin up / spin down) = -5.7 / -5.7 eV
molar mass = 160.11 g mol⁻¹
Kohn-Sham gap (spin up / spin down) = 6.369 / 6.366 eV
largest force on an atom = 3.683 eV/A
relative energy (zero: lowest compared OMol25 entry of this formula, charge and spin) = 222.5 kcal/mol
total energy = -16783.8213 eV
highest occupied orbital energy (spin up / spin down) = -12.073 / -12.072 eV

***

(2)
The following is a DFT calculation (wB97M-V/def2-TZVPD) of C34H28FeN3O3P as an isolated structure at a distorted geometry.

XYZ file:
```
70
Properties=species:S:1:pos:R:3:forces:R:3:lowdin_charge:R:1
Fe -0.33341 0.32671 -0.05634 -0.30 0.85 0.97 0.780
C 3.14934 0.00180 4.36107 0.11 0.08 0.14 -0.065
C 3.36956 1.32129 3.96778 -0.05 -0.15 -0.01 -0.059
C 2.69426 1.84436 2.88163 -0.13 0.19 -0.08 -0.014
C 1.78879 1.03504 2.20576 -0.73 -0.33 -0.21 -0.209
C 1.56255 -0.27899 2.59049 0.11 -0.04 -0.03 -0.020
C 2.25525 -0.80054 3.67279 -0.03 0.00 -0.05 -0.060
N 1.03631 1.47814 1.05477 0.04 -0.94 0.06 0.032
N 1.26840 2.61915 0.64804 0.32 0.12 -0.35 0.135
C 0.67844 2.87527 -0.59330 -0.32 0.33 0.12 -0.256
C 0.84825 4.14709 -1.14725 0.14 -0.35 0.25 -0.004
C 0.23493 4.42501 -2.34474 -0.38 -0.27 -0.45 -0.056
C -0.54534 3.43609 -2.96414 0.21 0.69 -0.05 -0.056
C -0.70108 2.18193 -2.40556 0.21 -0.47 0.55 -0.088
C -0.07676 1.86071 -1.19328 -0.30 0.47 -0.57 -0.115
H 3.67916 -0.39771 5.21725 0.01 0.02 -0.05 0.111
H 4.07214 1.93820 4.51158 -0.01 0.00 -0.01 0.112
H 2.83716 2.86675 2.56205 0.06 -0.02 0.01 0.111
H 0.86019 -0.88208 2.02800 0.11 -0.03 0.13 0.083
H 2.09850 -1.82858 3.97338 -0.02 0.04 0.00 0.112
H 1.45826 4.87549 -0.62782 -0.06 -0.02 0.01 0.121
H 0.34242 5.39962 -2.80203 -0.02 -0.04 -0.01 0.112
H -1.04215 3.66497 -3.90073 0.04 -0.03 0.04 0.113
H -1.30444 1.45545 -2.93479 -0.03 -0.04 -0.01 0.090
O 0.62674 -1.00881 -0.94521 0.42 0.31 -0.24 -0.360
P 0.14794 -1.80794 -2.16257 -0.09 -0.18 -0.20 0.867
C 0.27024 -0.83295 -3.64794 0.11 0.26 -0.12 -0.295
C -0.65541 -0.93726 -4.68561 -0.03 0.02 0.04 -0.075
C -0.50664 -0.15677 -5.82451 0.03 -0.01 0.02 -0.058
C 0.56722 0.71759 -5.92939 0.02 -0.01 0.03 -0.056
C 1.49646 0.81953 -4.89883 -0.01 -0.03 0.00 -0.058
C 1.35055 0.04890 -3.75706 -0.03 -0.11 -0.09 -0.070
C -1.55376 -2.31272 -1.98466 -0.35 -0.06 0.08 -0.281
C -2.54519 -1.32723 -1.90266 0.02 -0.19 0.03 -0.091
C -3.86636 -1.67673 -1.68279 0.03 -0.03 0.05 -0.056
C -4.20689 -3.01962 -1.53899 0.01 0.01 0.01 -0.055
C -3.23050 -4.00209 -1.61367 0.01 0.03 0.00 -0.048
C -1.90417 -3.65314 -1.84016 -0.01 0.05 0.06 -0.047
C 1.15389 -3.25259 -2.33764 0.33 -0.20 0.16 -0.291
C 1.14515 -3.97898 -3.53023 0.02 0.03 0.02 -0.068
C 1.93052 -5.11334 -3.64421 0.00 -0.01 0.03 -0.060
C 2.72519 -5.51686 -2.57581 0.00 -0.01 -0.02 -0.057
C 2.73421 -4.79560 -1.39067 -0.03 0.03 0.01 -0.055
C 1.94695 -3.65899 -1.26421 -0.07 -0.04 -0.07 -0.048
H -1.49585 -1.61721 -4.60149 0.02 0.03 -0.01 0.113
H -1.22714 -0.23255 -6.62924 0.03 -0.01 0.03 0.113
H 0.68524 1.31879 -6.82316 -0.01 -0.01 0.05 0.114
H 2.33154 1.50357 -4.98631 -0.04 -0.03 0.01 0.115
H 2.06553 0.12857 -2.94597 -0.02 0.03 -0.02 0.120
H -2.29094 -0.28157 -2.01529 0.04 0.19 -0.06 0.093
H -4.62811 -0.90887 -1.62492 0.03 -0.02 -0.01 0.116
H -5.24024 -3.29772 -1.36912 0.04 0.01 -0.01 0.114
H -3.49684 -5.04328 -1.48358 0.01 0.04 -0.03 0.117
H -1.14359 -4.42232 -1.88485 -0.03 0.02 0.02 0.114
H 0.53285 -3.65780 -4.36642 0.04 0.00 0.03 0.114
H 1.92824 -5.68249 -4.56480 0.00 0.02 0.02 0.113
H 3.34419 -6.40076 -2.67206 -0.03 0.04 0.01 0.113
H 3.35227 -5.11863 -0.56273 -0.02 0.02 -0.03 0.113
H 1.93699 -3.08903 -0.34299 0.02 -0.04 -0.04 0.109
O -1.15774 -3.22819 1.39758 0.06 0.21 0.05 0.099
C -1.71396 -2.18686 1.62584 -0.19 -0.01 -0.01 -0.447
C -3.00064 -1.99318 2.43916 0.05 0.18 -0.06 -0.051
C -3.32207 -0.48993 2.32604 0.00 -0.12 -0.01 -0.047
C -2.20892 -0.01067 1.44231 -0.30 0.48 0.04 -0.472
O -2.01581 1.12665 0.92081 0.59 -0.13 -0.07 0.008
N -1.31503 -0.93098 1.15486 0.31 -0.77 -0.07 0.060
H -2.82435 -2.32018 3.46209 0.00 0.00 0.02 0.127
H -3.77427 -2.63395 2.01987 -0.02 0.01 -0.02 0.123
H -3.27283 0.03602 3.27980 0.00 0.01 0.00 0.133
H -4.29098 -0.26325 1.88210 0.01 -0.03 -0.02 0.129
```
Positions in Å, forces in eV/Å.

Results
charge = +1
LUMO (spin up / spin down) = -4.1 / -3.7 eV
molar mass = 613.44 g mol⁻¹
Kohn-Sham gap (spin up / spin down) = 7.258 / 7.692 eV
largest force on an atom = 1.321 eV/A
relative energy (zero: lowest compared OMol25 entry of this formula, charge and spin) = 15.7 kcal/mol
total energy = -89996.3969 eV
multiplicity = 2
highest occupied orbital energy (spin up / spin down) = -11.320 / -11.360 eV

***

(3)
The following is a DFT calculation (wB97M-V/def2-TZVPD) of a 2-piece molecular cluster, C3H5NO3 overall at a distorted geometry.

XYZ file:
```
12
Properties=species:S:1:pos:R:3:forces:R:3:lowdin_charge:R:1
C 0.07711 -0.21329 0.11488 1.62 2.81 -3.99 -0.261
C 1.19985 -0.89078 -0.39355 0.91 -0.37 -1.80 -0.099
C -0.60884 0.90281 -0.73895 -1.88 -3.99 2.64 -0.011
N 1.33837 -4.72802 -0.03193 0.52 2.51 1.00 -0.147
O 2.04056 -3.90123 -0.60226 -1.18 -1.90 0.62 0.038
O 0.74257 -4.59941 1.01405 0.67 -0.63 -1.63 0.068
O 1.48212 0.01099 0.50305 0.24 2.08 1.50 0.035
H -0.38388 -0.65571 0.85823 -2.89 -1.80 3.63 0.081
H 1.80897 -1.72879 -0.46132 0.35 -1.88 -0.41 0.051
H 0.11785 1.39277 -1.30588 0.77 0.99 -0.85 0.055
H -1.14871 1.43487 0.06625 0.08 0.61 -1.13 0.082
H -1.33374 0.24311 -1.33776 0.80 1.56 0.43 0.109
```
Positions in Å, forces in eV/Å.

Results
LUMO (spin up / spin down) = -0.1 / -2.5 eV
molar mass = 103.08 g mol⁻¹
Kohn-Sham gap (spin up / spin down) = 10.938 / 4.765 eV
largest force on an atom = 5.143 eV/A
relative energy (zero: lowest compared OMol25 entry of this formula, charge and spin) = 207.1 kcal/mol
total energy = -10816.7067 eV
highest occupied orbital energy (spin up / spin down) = -11.067 / -7.239 eV

***

(4)
The following is a DFT calculation (wB97M-V/def2-TZVPD) of C26H52Cl6F12N2O17S4V as an isolated structure at a distorted geometry.

XYZ file:
```
120
Properties=species:S:1:pos:R:3:forces:R:3:lowdin_charge:R:1
O -4.61953 0.85468 -0.83671 2.63 -1.96 -2.64 -0.224
V -3.54998 0.06418 -1.76969 -3.71 1.43 3.09 1.022
C -3.90959 -0.38307 -6.03232 0.61 0.95 -0.49 -0.514
F -2.53528 -0.25993 -6.08697 -2.30 -0.64 0.11 0.097
F -4.44679 -0.01476 -7.22809 0.94 -1.27 1.83 0.139
F -4.24934 -1.64510 -5.64712 0.64 1.76 -0.99 0.119
S -4.71516 0.85000 -4.75232 -4.46 -0.88 -0.34 0.755
O -5.34633 1.97059 -5.49301 2.29 -2.52 2.10 -0.252
O -5.69392 -0.02032 -4.06992 2.11 0.90 -0.18 -0.315
N -3.47647 1.15913 -3.56509 -1.82 -0.57 -2.64 -0.374
S -2.71419 2.37075 -4.26293 3.07 4.39 2.02 0.572
O -1.40918 2.54679 -3.66813 -0.82 -0.79 0.25 -0.290
O -2.76140 2.43884 -5.67547 -0.51 -0.56 -0.60 -0.239
C -3.63133 3.96107 -3.53015 -0.49 -0.55 -2.08 -0.529
F -2.66974 4.89481 -3.42187 -1.09 -0.63 0.59 0.124
F -4.57038 4.43809 -4.43046 1.42 -0.77 1.95 0.100
F -4.21071 3.62663 -2.35327 0.70 0.90 -1.15 0.117
C 0.34130 0.84160 -0.84810 0.89 0.59 -0.24 -0.584
F 0.57962 -0.45800 -0.96040 -0.17 0.22 0.40 0.118
F 1.38439 1.44319 -0.23688 -1.08 -0.49 -0.20 0.137
F 0.26364 1.33708 -2.09326 -0.57 -0.19 1.33 0.130
S -1.26811 1.13637 0.27322 1.22 0.80 0.61 0.755
O -0.75513 1.36471 1.64253 -1.08 -1.13 -2.85 -0.295
O -2.06038 2.21283 -0.23859 -0.04 -0.27 -0.85 -0.289
N -2.18849 -0.35691 -0.23254 2.58 3.40 0.20 -0.351
S -1.87766 -1.36822 0.92132 -0.65 -4.22 4.24 0.618
O -2.39785 -2.69262 0.57289 0.91 1.77 -0.26 -0.290
O -0.55890 -1.29965 1.61372 -2.85 0.20 -2.23 -0.300
C -3.23055 -0.79886 2.25212 0.76 -2.31 -0.98 -0.593
F -2.75987 0.16298 2.98905 -0.08 0.54 0.73 0.155
F -4.33708 -0.40111 1.61342 0.49 -0.31 0.53 0.139
F -3.49253 -1.90189 3.01746 0.08 1.46 -0.77 0.117
C -1.23410 -1.52605 -3.27498 0.53 0.83 -1.10 -0.050
O -2.63662 -1.54221 -2.93380 0.42 0.09 0.53 -0.308
C -3.04310 -2.87930 -2.63308 -1.18 -0.50 -1.03 -0.130
C -4.51390 -2.93609 -2.14160 1.25 1.11 0.63 -0.072
O -4.71619 -1.76692 -1.27899 1.81 -0.04 -1.67 -0.285
C -5.97229 -1.83393 -0.71046 -1.81 0.24 2.18 -0.095
H -1.00769 -2.00925 -4.22544 -0.69 -0.43 -0.12 0.111
H -0.54068 -1.97321 -2.56273 -0.58 0.11 0.56 0.082
H -0.96772 -0.49193 -3.49343 -0.02 0.16 0.45 0.090
H -2.29004 -3.31850 -1.97878 -0.46 -0.07 0.37 0.128
H -3.03508 -3.38410 -3.59911 0.16 -0.44 0.04 0.141
H -4.62753 -3.85157 -1.56101 -0.12 0.06 0.15 0.146
H -5.31807 -2.84956 -2.87230 0.49 -0.23 -0.53 0.138
H -6.82764 -2.04013 -1.35385 0.41 0.05 -0.72 0.115
H -6.19992 -0.91122 -0.17672 0.24 0.08 -0.21 0.093
H -5.95427 -2.61841 0.04609 -0.02 -0.17 0.08 0.114
C 2.99602 -2.32693 0.63128 0.28 0.63 0.38 -0.110
O 4.27012 -1.79654 1.01172 0.34 -0.87 0.70 -0.210
C 5.26847 -2.83176 1.33001 0.08 0.92 -0.08 -0.136
C 6.54723 -2.24491 2.02989 -0.86 1.00 -1.49 -0.173
O 7.09934 -1.27815 1.13166 -0.14 0.29 -0.46 -0.201
C 8.47713 -1.02036 1.27525 0.29 -1.11 0.03 -0.117
H 3.01648 -2.84883 -0.32544 0.17 -0.31 0.09 0.077
H 2.28423 -1.50729 0.53314 0.36 0.42 -0.19 0.064
H 2.52987 -2.89198 1.43846 0.25 -0.73 0.00 0.075
H 5.49424 -3.30854 0.37617 0.48 -0.04 -0.01 0.122
H 4.87445 -3.61372 1.97914 -0.43 0.07 0.25 0.115
H 7.28079 -3.02158 2.24617 -0.11 -0.34 -0.07 0.121
H 6.30049 -1.70683 2.94514 -0.24 -0.32 0.21 0.071
H 8.74002 -0.67644 2.27560 0.01 0.23 0.08 0.087
H 8.89341 -0.36845 0.50725 -0.75 0.47 0.08 0.087
H 9.01423 -1.94775 1.07637 0.26 -0.36 0.32 0.081
C -0.73562 5.64265 -0.46651 0.60 -1.03 0.56 -0.036
O -0.40134 5.87717 0.93659 -0.07 0.11 0.29 -0.174
C 0.40051 4.84755 1.53968 -0.09 1.07 -1.09 -0.157
C 0.81526 5.23850 2.95744 -1.07 -0.09 -1.57 -0.083
O -0.33621 5.63125 3.63313 0.17 0.18 2.12 0.070
C -0.14046 6.20653 4.93157 -0.92 1.24 -0.04 0.036
H 0.20639 5.54709 -1.00651 -0.05 0.08 -0.27 0.096
H -1.37232 6.39096 -0.93846 0.32 0.51 0.78 0.098
H -1.29529 4.71270 -0.56684 0.09 -0.24 0.13 0.068
H 1.35348 4.77310 1.01584 0.11 -0.40 -0.34 0.140
H -0.12478 3.89282 1.51394 0.02 -0.13 0.18 0.112
H 1.59918 5.98810 3.06547 0.08 0.03 0.02 0.168
H 1.08975 4.30789 3.45415 0.53 -0.45 0.47 0.182
H 0.64108 6.96605 4.91066 0.07 0.11 -0.40 0.130
H 0.15250 5.56256 5.76077 0.17 -1.23 -0.41 0.117
H -1.09906 6.61125 5.25618 0.01 0.04 -0.34 0.128
C 2.33120 -3.71632 -3.13823 -0.23 -0.13 0.68 -0.125
O 3.29816 -2.76060 -2.85156 0.56 1.59 -0.57 -0.199
C 3.09803 -1.42727 -3.39872 1.48 -0.34 0.81 -0.144
C 4.41199 -0.63859 -3.16257 -0.21 -0.73 -0.02 -0.197
O 5.43608 -1.18985 -3.96732 0.53 0.08 -0.22 -0.177
C 5.89824 -0.29995 -4.98015 0.05 -0.01 0.27 -0.100
H 2.54712 -4.50542 -2.41796 -0.13 -0.38 -0.34 0.094
H 2.31754 -4.09512 -4.16020 0.27 0.03 -0.16 0.092
H 1.32864 -3.36199 -2.89863 -0.38 0.21 0.00 0.060
H 2.33119 -0.93606 -2.79975 -0.54 0.07 -0.38 0.099
H 2.94106 -1.45786 -4.47692 -0.52 -0.08 -0.01 0.128
H 4.66090 -0.71155 -2.10388 0.28 -0.43 0.14 0.123
H 4.35352 0.43805 -3.32234 -0.59 0.09 -0.38 0.118
H 5.12144 -0.13022 -5.72572 -0.14 0.31 -0.01 0.086
H 6.77047 -0.67032 -5.51880 -0.13 -0.66 0.29 0.087
H 6.25244 0.62413 -4.52329 -0.30 0.34 -0.04 0.084
Cl -0.50936 -3.07196 4.87910 0.09 -0.49 -0.45 0.594
C -0.95496 -4.16295 3.49126 0.13 0.60 0.06 -0.637
C -1.88180 -5.24241 4.00576 -0.06 0.35 -0.52 -0.627
Cl -2.72251 -5.82939 2.53367 -0.19 -0.35 0.13 0.559
H -0.07503 -4.54381 2.97284 0.19 -0.08 0.52 0.083
H -1.43369 -3.51933 2.75324 -0.24 -0.17 0.37 -0.002
H -2.61626 -4.79715 4.67689 0.00 -0.25 -0.09 0.065
H -1.37690 -6.09008 4.46903 -0.04 0.22 -0.02 0.078
Cl 4.40261 -0.65604 4.62911 -0.02 -0.19 0.18 0.561
C 2.89691 -0.87267 3.65679 0.82 0.72 0.49 -0.606
C 1.68044 -0.57533 4.50127 -0.67 -1.04 -0.34 -0.706
Cl 1.71888 1.01052 5.25409 0.03 0.80 0.18 0.570
H 2.97341 -1.88598 3.26250 -0.47 0.26 0.05 0.056
H 3.03268 -0.11779 2.88231 -0.32 -0.37 -0.23 0.067
H 1.48082 -1.29708 5.29331 0.52 0.06 -0.02 0.029
H 0.78085 -0.61043 3.88679 0.11 0.08 -0.24 0.033
Cl -1.53938 3.19153 6.55621 0.22 0.52 0.08 0.586
C -1.84771 2.34766 5.03648 -0.73 -1.30 -0.30 -0.691
C -2.67283 3.12356 4.01643 1.08 0.17 0.29 -0.667
Cl -4.28653 3.44638 4.66136 -0.08 0.06 -0.24 0.606
H -2.43280 1.47145 5.31582 -0.04 0.02 0.09 0.062
H -0.91202 1.92113 4.67503 0.12 0.51 -0.28 0.024
H -2.71720 2.58441 3.07015 -0.24 -0.14 0.22 0.052
H -2.17345 4.06691 3.79546 -0.27 0.21 0.03 0.043
```
Positions in Å, forces in eV/Å.

Results
charge = +1
LUMO (spin up / spin down) = -4.6 / -8.7 eV
molar mass = 1284.61 g mol⁻¹
Kohn-Sham gap (spin up / spin down) = 6.357 / 2.250 eV
largest force on an atom = 6.024 eV/A
relative energy (zero: lowest compared OMol25 entry of this formula, charge and spin) = 0.0 kcal/mol
total energy = -242347.4253 eV
multiplicity = 3
highest occupied orbital energy (spin up / spin down) = -10.944 / -10.944 eV

***

Question: Look up the molar mass of the fourth one.
Answer: 1284.61 g mol⁻¹

***

Question: Among the records above, which one has the highest relative energy (zero: lowest compared OMol25 entry of this formula, charge and spin)?
Answer: C3H6N5O3

***

Question: Which formula does entry 1 have?
Answer: C3H6N5O3

***

Question: Which of these has the lowest total energy?
Answer: C26H52Cl6F12N2O17S4V